{"formula": "C4H14NOS", "method": "the ωB97M-V functional and the def2-TZVPD basis", "total_energy_ha": -688.74165, "homo_lumo_gap_ev": 9.357, "total_charge": 1, "relative_energy_kcal_mol": 13.2, "symbols": ["C", "C", "C", "S", "C", "N", "H", "H", "H", "H", "H", "H", "H", "H", "H", "H", "H", "H", "H", "H", "O"], "xyz": [[-0.54750, -0.32103, 1.62765], [0.56299, -0.99853, 0.85874], [0.24999, -1.06300, -0.64063], [0.78517, 0.43815, -1.56213], [2.52373, 0.25025, -1.96608], [-0.59801, 1.16353, 1.18207], [-1.54211, -0.67554, 1.37146], [-0.41431, -0.29821, 2.70273], [0.65515, -1.98329, 1.32492], [1.55223, -0.54885, 0.94893], [-0.80410, -1.20836, -0.84998], [0.94803, -1.76554, -1.09693], [3.02572, 1.19553, -2.12460], [2.64759, -0.44242, -2.79432], [3.07337, -0.30018, -1.19268], [-0.53303, 1.77984, 1.98939], [0.10928, 1.34015, 0.44609], [-1.52618, 1.37270, 0.78932], [-3.69444, 1.18624, 0.18324], [-3.48014, 0.18139, -0.92702], [-2.99344, 0.69718, -0.27021]], "atomic_forces_ev_per_a": [[0.257, 1.559, -0.431], [-0.412, -0.560, -0.030], [1.890, 0.282, -0.123], [-0.962, 1.150, 0.063], [0.593, -1.825, 0.623], [-0.847, -0.150, 0.666], [0.138, -0.445, 0.077], [0.075, -0.213, 0.081], [-0.021, -0.195, -0.376], [-0.126, 0.309, 0.460], [0.077, -0.327, -0.278], [-0.785, -0.743, 0.027], [-0.297, 0.201, -0.128], [-0.188, 0.434, -0.567], [-0.157, 0.472, 0.386], [0.597, 0.104, -0.111], [0.039, 0.200, 0.036], [0.314, -0.346, -0.445], [-0.004, -0.037, -0.117], [0.248, 0.016, -0.042], [-0.428, 0.115, 0.228]]}